1) C3H3NO2S | ωB97M-V/def2-TZVPD

The charge is 0. The HOMO energy comes out at -0.3383 Ha. As for the SMILES: O=CN(C=O)C=S. The molar mass is 117.129 u.

```
10
Properties=species:S:1:pos:R:3:mulliken_charge:R:1
O 2.30222 -0.23142 0.08896 -0.495
C 1.17659 -0.69835 -0.04776 0.096
N -0.04192 -0.01905 -0.07563 0.114
C 0.13832 1.40156 -0.05075 0.034
O -0.71948 2.22839 0.03458 -0.414
C -1.27172 -0.67366 0.00921 -0.093
S -2.79960 -0.17427 0.01580 -0.179
H 1.09500 -1.75545 -0.14434 0.332
H 1.25209 1.61853 -0.02433 0.345
H -1.13150 -1.69627 0.19427 0.259
```

2) C3H3NO2S | ωB97M-V/def2-TZVPD

The charge is 0. The HOMO energy comes out at -0.3380 Ha. As for the SMILES: O=C1CC(=S)ON1. The molar mass is 117.129 u.

```
10
Properties=species:S:1:pos:R:3:mulliken_charge:R:1
O -2.11388 1.80987 0.18313 -0.571
C -1.27551 0.96149 -0.00253 0.272
C -0.31585 0.35035 1.00952 -0.119
C 0.58315 -0.43402 0.10612 0.153
S 1.96550 -1.22586 0.50978 -0.267
O 0.12132 -0.43847 -1.14394 -0.220
N -1.07808 0.27812 -1.17683 -0.044
H 0.20653 1.08969 1.60217 0.299
H -0.91695 -0.36123 1.59556 0.211
H -1.20120 0.70027 -2.10854 0.285
```

Short version: 1), 2), most stable first.

1) C3H10N4S | ωB97M-V/def2-TZVPD

The charge is 0. The HOMO energy comes out at -0.3107 Ha. As for the SMILES: CNC/C(=N/S)NN. The molar mass is 134.208 u.

```
18
Properties=species:S:1:pos:R:3:mulliken_charge:R:1
C -2.80735 -0.27474 -0.08983 -0.765
N -1.49400 -0.00616 0.55343 -0.313
C -0.50606 -0.77756 -0.26255 -0.075
C 0.81583 -0.16507 -0.04164 0.336
N 1.53700 -1.15695 0.04589 -0.400
S 3.39000 -0.79836 -0.01155 -0.278
N 0.85745 1.26666 -0.12816 -0.153
N 2.06319 2.08324 0.11303 -0.663
H -3.11351 -1.33963 0.05498 0.334
H -2.69669 -0.26652 -1.27601 0.271
H -3.71980 0.44026 0.40163 0.227
H -1.48977 -0.24780 1.46909 0.157
H -0.26761 -1.84449 -0.13312 0.214
H -1.13389 -0.73378 -1.26133 0.079
H 3.47144 -2.07829 0.86071 0.179
H -0.03774 1.89550 -0.30851 0.296
H 2.60653 2.36610 -0.92115 0.255
H 2.52497 1.63756 0.93510 0.299
```

2) C3H10N4S | ωB97M-V/def2-TZVPD

The charge is 0. The HOMO energy comes out at -0.3106 Ha. As for the SMILES: N/N=C(/CCS)NN. The molar mass is 134.208 u.

```
18
Properties=species:S:1:pos:R:3:mulliken_charge:R:1
N -0.97990 -2.43933 0.34048 -0.665
N 0.00807 -1.66725 -0.26331 -0.352
C 0.10258 -0.50674 0.26946 0.694
C 1.14783 0.44371 -0.30047 -0.921
C 0.54325 1.38403 -1.36271 -0.401
S 0.18065 0.53309 -2.91443 -0.248
N -0.64247 -0.10467 1.39970 -0.062
N -0.68349 1.22266 1.93244 -0.807
H -0.63052 -2.82558 1.22686 0.212
H -1.15816 -3.23121 -0.28876 0.251
H 1.92893 -0.17830 -0.76591 0.340
H 1.50493 1.06524 0.54701 0.341
H 1.20393 2.23819 -1.57095 0.329
H -0.38475 1.77217 -0.94877 0.235
H -0.19170 -0.60227 -2.31392 0.172
H -1.57137 -0.48549 1.41219 0.318
H 0.20891 1.43601 2.40138 0.288
H -0.58671 1.94573 1.19969 0.276
```

Short version: 2), 1), most stable first.

1) C8H8O | ωB97M-V/def2-TZVPD

The charge is 0. The HOMO energy comes out at -0.2937 Ha. The molar mass is 120.151 u.

```
17
Properties=species:S:1:pos:R:3:mulliken_charge:R:1
C -0.94032 -1.41134 -0.66356 -0.484
C 0.45783 -1.59598 -0.36818 -0.349
C 1.01503 -1.00515 0.95521 -0.161
C 0.11330 0.15122 1.28911 -0.757
C -1.69696 -0.46840 -0.16561 0.484
C 1.29621 -0.28446 -0.27569 -0.522
C 0.35043 0.80838 0.12222 0.380
C -0.07599 2.13083 -0.30789 -1.236
O -2.56624 0.18500 0.27974 -0.462
H -1.44380 -1.98000 -1.41397 0.425
H 0.77215 -2.59195 -0.75292 0.397
H 1.80171 -1.61810 1.47845 0.360
H -0.73322 0.23577 1.90823 0.497
H 2.17352 -0.04340 -0.79813 0.480
H -1.02067 2.03462 -0.83037 0.296
H 0.61690 2.55680 -0.97095 0.384
H -0.11987 2.89615 0.51431 0.270
```

2) C8H8O | ωB97M-V/def2-TZVPD

The charge is 0. The HOMO energy comes out at -0.3058 Ha. As for the SMILES: CC1=CCc2cocc21. The molar mass is 120.151 u.

```
17
Properties=species:S:1:pos:R:3:mulliken_charge:R:1
C 0.01699 2.16719 -1.48823 -1.002
C -0.06644 0.87522 -0.65067 0.342
C -0.52323 -0.23525 -1.34012 -0.629
C -0.78389 -1.64363 -0.55281 -0.667
C 0.09467 -1.29833 0.68221 0.048
C 0.56432 -1.72943 1.82568 -0.537
O 0.77581 -0.59885 2.63086 -0.333
C 0.87530 0.56268 1.90736 -0.173
C 0.35122 0.26441 0.76633 0.372
H 1.03608 2.79209 -1.12751 0.258
H -0.19752 1.79268 -2.47063 0.353
H -0.85914 2.88577 -1.12037 0.228
H -0.75007 -0.31161 -2.35928 0.388
H -1.81645 -1.84756 -0.21916 0.252
H -0.37714 -2.42938 -1.07455 0.362
H 0.76446 -2.76291 2.27712 0.325
H 0.89503 1.51691 2.31377 0.414
```

Short version: 2), 1), most stable first.

1) CH2BrClFNO2S | ωB97M-V/def2-TZVPD

The charge is 0. The HOMO energy (spin up / spin down) comes out at -0.3699 / -0.4092 Ha. The molar mass is 226.454 u.

```
10
Properties=species:S:1:pos:R:3:mulliken_charge:R:1
C 1.33746 2.42424 0.32489 0.339
N 0.17256 0.23592 0.06990 -0.553
O 0.38972 1.67203 -1.97423 -0.587
O -1.26941 2.30785 -0.28138 -0.536
F 0.87727 2.38199 1.55378 -0.157
S -0.04509 1.74442 -0.60797 1.060
Cl 2.86700 1.79244 0.08359 0.002
Br 4.10053 -0.72596 -0.09519 -0.117
H -0.63092 -0.29586 0.22786 0.274
H 0.65928 -0.40849 -0.55743 0.274
```

2) CH2BrClFNO2S | ωB97M-V/def2-TZVPD

The charge is 0. The HOMO energy comes out at -0.4091 Ha. The molar mass is 226.454 u.

```
10
Properties=species:S:1:pos:R:3:mulliken_charge:R:1
C -1.13229 -0.15847 -0.47721 0.355
N 1.55331 -0.25783 0.17300 -0.434
O -0.10332 0.50659 1.86330 -0.557
O 0.43186 1.94395 -0.08232 -0.565
F -0.75357 -0.21430 -1.76608 -0.181
S 0.24553 0.66286 0.49769 1.039
Cl -2.58330 0.78606 -0.28822 -0.082
Br -1.27402 -1.94452 0.19180 -0.089
H 1.97768 -0.17108 -0.73265 0.247
H 1.63811 -1.15323 0.62069 0.267
```

Short version: 2), 1), most stable first.

1) C3H6N2 | ωB97M-V/def2-TZVPD

The charge is 0. The HOMO energy comes out at -0.3090 Ha. As for the SMILES: C1=NCCN1. The molar mass is 70.095 u.

```
11
Properties=species:S:1:pos:R:3:mulliken_charge:R:1
C 0.00290 0.95439 -0.61339 -0.039
N 0.79147 0.92959 0.36165 -0.551
C 0.63870 -0.39384 0.95453 -0.345
C -0.50726 -1.04552 0.18023 -0.331
N -0.74784 -0.09898 -0.89997 -0.202
H 0.04833 1.79598 -1.35086 0.314
H 1.58277 -0.95914 0.88737 0.215
H 0.43923 -0.44051 2.03515 0.254
H -0.28957 -2.14952 -0.12534 0.241
H -1.39668 -1.03924 0.80855 0.226
H -1.49560 -0.11209 -1.61487 0.218
```

2) C3H6N2 | ωB97M-V/def2-TZVPD

The charge is 0. The HOMO energy comes out at -0.3569 Ha. The molar mass is 70.095 u.

```
11
Properties=species:S:1:pos:R:3:mulliken_charge:R:1
C -0.68367 1.28228 -0.61983 -0.931
C 0.03262 0.00883 -0.41448 -0.043
N 1.05029 -0.20493 0.32273 -0.371
C -1.21318 -1.95591 1.29254 -0.132
N -0.06595 -2.22463 1.19750 -0.576
H -1.66936 1.12199 -0.15828 0.246
H -0.19351 2.12330 -0.12665 0.341
H -0.84360 1.48222 -1.68222 0.301
H -0.42563 -0.89601 -0.81789 0.531
H 0.89418 -1.34421 0.79430 0.423
H 1.48167 0.57473 0.81346 0.213
```

3) C3H6N2 | ωB97M-V/def2-TZVPD

The charge is 0. The HOMO energy comes out at -0.3109 Ha. As for the SMILES: C1=NCCN1. The molar mass is 70.095 u.

```
11
Properties=species:S:1:pos:R:3:mulliken_charge:R:1
C 1.40536 -0.08292 -0.06507 -0.062
N 0.90329 -1.26395 -0.19165 -0.546
C -0.63943 -1.02898 0.02993 -0.342
C -0.77617 0.57467 -0.16747 -0.377
N 0.58665 0.98377 -0.07069 -0.202
H 2.49927 0.07087 0.14279 0.326
H -1.13558 -1.71115 -0.67356 0.269
H -0.90463 -1.40784 1.10598 0.213
H -1.30737 0.94094 -1.05866 0.244
H -1.47147 0.97869 0.65822 0.224
H 0.84006 1.94588 0.29019 0.254
```

Short version: 1), 3), 2), most stable first.

1) C3H6N2 | ωB97M-V/def2-TZVPD

The charge is 0. The HOMO energy comes out at -0.3190 Ha. As for the SMILES: C=N/N=C\C. The molar mass is 70.095 u.

```
11
Properties=species:S:1:pos:R:3:mulliken_charge:R:1
C 0.77829 -0.19675 -2.31216 -0.305
N 0.26002 0.00729 -1.17911 -0.255
N 0.86971 -0.56642 -0.08141 -0.348
C 0.36197 -0.54099 1.08487 0.104
C -0.97465 0.45646 1.39152 -0.846
H -0.01934 0.01041 -3.21538 0.229
H 1.78020 -0.67420 -2.31502 0.354
H 0.82713 -0.76581 2.14202 0.255
H -1.59866 0.54926 0.51558 0.309
H -0.75675 1.67910 1.71645 0.200
H -1.52793 0.04165 2.25265 0.304
```

2) C3H6N2 | ωB97M-V/def2-TZVPD

The charge is 0. The HOMO energy comes out at -0.3555 Ha. As for the SMILES: CNCC#N. The molar mass is 70.095 u.

```
11
Properties=species:S:1:pos:R:3:mulliken_charge:R:1
C 1.39089 -0.38870 -0.16257 -0.839
N 0.41087 0.27762 0.68351 -0.366
C -0.76505 0.74022 -0.03147 -0.450
C -1.85670 -0.25846 -0.10049 0.318
N -2.69850 -1.05273 -0.08112 -0.396
H 0.98313 -1.18635 -0.80650 0.309
H 2.16581 -0.82536 0.47325 0.326
H 1.87437 0.36122 -0.79822 0.287
H 0.14203 -0.32210 1.45551 0.271
H -1.17432 1.65039 0.42135 0.272
H -0.47253 1.00424 -1.05324 0.268
```

3) C3H6N2 | ωB97M-V/def2-TZVPD

The charge is 0. The HOMO energy comes out at -0.2940 Ha. As for the SMILES: C1=NNCC1. The molar mass is 70.095 u.

```
11
Properties=species:S:1:pos:R:3:mulliken_charge:R:1
C 0.29559 1.16098 0.66586 -0.214
N 0.13505 1.47779 -0.59148 -0.523
N -0.00584 0.35938 -1.33874 -0.040
C 0.09246 -0.87797 -0.49214 -0.431
C -0.08063 -0.27368 0.92473 -0.328
H 0.34842 1.92906 1.45669 0.349
H -0.51033 0.41090 -2.32255 0.271
H -0.68045 -1.70491 -0.72426 0.244
H 1.09054 -1.37707 -0.59581 0.204
H 0.53964 -0.76608 1.75820 0.273
H -1.22445 -0.33840 1.25952 0.195
```

4) C3H6N2 | ωB97M-V/def2-TZVPD

The charge is 0. The HOMO energy (spin up / spin down) comes out at -0.3431 / -0.3430 Ha. As for the SMILES: [H]/N=N\C(=C)C. The molar mass is 70.095 u.

```
11
Properties=species:S:1:pos:R:3:mulliken_charge:R:1
H 1.52630 1.01144 1.30351 0.290
N 1.52775 1.56077 0.43717 -0.524
N 1.00304 0.95903 -0.56796 -0.092
C -0.01897 0.14995 -0.21444 0.723
C -0.76202 0.52686 0.87641 -0.889
C -0.18988 -1.15501 -0.93083 -1.000
H -1.49437 -0.13904 1.32550 0.250
H -0.89337 1.57368 1.12499 0.362
H 0.74352 -1.46570 -1.40778 0.311
H -0.48268 -1.95543 -0.24333 0.335
H -0.95932 -1.06656 -1.70324 0.233
```

Short version: 2), 3), 4), 1), most stable first.